A structure of composition C12H31BF4N2O2RuSSiTe4, computed with wB97M-V/def2-TZVPD.

Cartesian coordinates (Å):
Ru1 0.8012 0.4381 0.9812
C1 0.7728 3.2821 2.4574
O1 -0.0462 2.1392 2.2351
C2 -1.3556 2.5289 1.8132
C3 -2.2136 1.2957 1.7430
O2 -1.7735 0.4061 0.7233
C4 -2.4277 0.6641 -0.5171
H1 0.2579 3.9703 3.1350
H2 0.9870 3.7813 1.5091
H3 1.6917 2.9301 2.9101
H4 -1.2947 3.0416 0.8486
H5 -1.7696 3.2143 2.5618
H6 -3.2602 1.5735 1.5791
H7 -2.1468 0.7606 2.6896
H8 -3.4279 0.2145 -0.4984
H9 -1.8260 0.2314 -1.3125
H10 -2.5059 1.7307 -0.7165
Te1 1.5502 -0.7976 3.0794
Te2 2.9020 -3.0787 2.8452
Te3 -1.4590 -3.2460 5.1539
Te4 -0.9805 -1.8171 3.0247
C5 3.8484 2.4116 1.7029
Si1 3.0681 1.0603 0.5979
C6 4.4166 -0.2715 0.6897
C7 3.2371 1.7587 -1.1581
H11 4.8954 2.5108 1.3971
H12 3.8480 2.1086 2.7552
H13 3.3908 3.3971 1.6152
H14 5.2675 0.1029 0.1119
H15 4.1172 -1.2425 0.2933
H16 4.7510 -0.4480 1.7150
H17 4.2935 1.6963 -1.4395
H18 2.9212 2.7981 -1.2418
H19 2.6532 1.1847 -1.8770
C8 -2.6036 -1.7251 -3.5589
C9 -1.3624 -2.4977 -3.1414
N1 -0.4555 -1.7122 -2.3196
C10 -0.0508 -1.9341 -1.0772
S1 1.4335 -1.2314 -0.5374
N2 -0.7175 -2.7367 -0.2359
C11 -2.1584 -2.9629 -0.1714
C12 -2.5018 -4.4414 -0.1468
H20 -3.1908 -2.3116 -4.2668
H21 -2.3231 -0.7836 -4.0319
H22 -3.2375 -1.4857 -2.7037
H23 -0.8052 -2.8041 -4.0302
H24 -1.6121 -3.4100 -2.6013
H25 0.0186 -0.9338 -2.7598
H26 -0.2281 -2.8198 0.6494
H27 -2.6349 -2.4507 -1.0049
H28 -2.5196 -2.4783 0.7402
H29 -2.1601 -4.9493 -1.0500
H30 -3.5804 -4.5809 -0.0567
H31 -2.0271 -4.9244 0.7082
F1 0.8362 3.5512 -2.3262
B1 -0.0816 2.5824 -1.9853
F2 0.1881 2.0892 -0.6474
F3 -1.3762 3.1288 -1.9743
F4 -0.0329 1.4917 -2.8772

For the relative energy (zero: lowest compared OMol25 entry of this formula, charge and spin), the calculation gives 98.2 kJ/mol. Its charge is -1. Its spin multiplicity is 2. The value obtained for the lowest unoccupied orbital energy (alpha / beta) is 2.1 / 0.7 eV. As for the HOMO energy (alpha / beta): -3.9 / -3.9 eV.

Want to see where the charge sits? The Löwdin charges in e are: atom 1 (Ru): 0.2450, atom 2 (C): -0.0841, atom 3 (O): -0.3374, atom 4 (C): -0.1847, atom 5 (C): -0.2259, atom 6 (O): -0.3072, atom 7 (C): -0.0752, atom 8 (H): 0.0939, atom 9 (H): 0.1037, atom 10 (H): 0.0630, atom 11 (H): 0.1268, atom 12 (H): 0.1331, atom 13 (H): 0.1339, atom 14 (H): 0.0515, atom 15 (H): 0.0967, atom 16 (H): 0.0717, atom 17 (H): 0.0840, atom 18 (Te): 0.1294, atom 19 (Te): -0.1478, atom 20 (Te): 0.0173, atom 21 (Te): 0.1246, atom 22 (C): -0.2465, atom 23 (Si): 0.3030, atom 24 (C): -0.2943, atom 25 (C): -0.2247, atom 26 (H): 0.0233, atom 27 (H): 0.0150, atom 28 (H): 0.0040, atom 29 (H): 0.0176, atom 30 (H): -0.0300, atom 31 (H): -0.0043, atom 32 (H): 0.0207, atom 33 (H): 0.0175, atom 34 (H): 0.0030, atom 35 (C): -0.0756, atom 36 (C): -0.2200, atom 37 (N): 0.0209, atom 38 (C): -0.7295, atom 39 (S): 0.6276, atom 40 (N): 0.0014, atom 41 (C): -0.2798, atom 42 (C): -0.0725, atom 43 (H): 0.0743, atom 44 (H): 0.0825, atom 45 (H): 0.0563, atom 46 (H): 0.1209, atom 47 (H): 0.0971, atom 48 (H): 0.1182, atom 49 (H): 0.0148, atom 50 (H): 0.0847, atom 51 (H): 0.0436, atom 52 (H): 0.0667, atom 53 (H): 0.0757, atom 54 (H): 0.0798, atom 55 (F): 0.1406, atom 56 (B): -1.2544, atom 57 (F): 0.0170, atom 58 (F): 0.0963, atom 59 (F): 0.0966



The ion C3H7N2 with charge +1 at a distorted geometry, computed with wB97M-V/def2-TZVPD.

Cartesian coordinates (Å):
C1 0.5051 -0.0074 -0.0471
C2 0.5256 1.2794 -0.0766
C3 -1.9105 -0.2146 0.0150
N1 -0.7365 -0.6688 -0.1830
N2 1.6207 -0.8289 -0.0127
H1 1.4469 1.7003 -0.1468
H2 -0.3965 1.8557 -0.0361
H3 -1.9466 0.7201 0.5388
H4 -2.8871 -0.6431 -0.0937
H5 -0.5217 -1.6519 -0.4749
H6 2.5025 -0.4646 -0.4146
H7 1.7983 -1.0763 0.9318

The SMILES is C=[NH+]C(=C)N. For the relative energy (zero: lowest compared OMol25 entry of this formula, charge and spin), the calculation gives 143.8 kJ/mol. Its charge is +1. The value obtained for the lowest unoccupied orbital energy is -5.8 eV. As for the HOMO energy: -14.4 eV.

Want to see where the charge sits? The Löwdin charges in e are: atom 1 (C): -0.4198, atom 2 (C): 0.1489, atom 3 (C): 0.2024, atom 4 (N): 0.1130, atom 5 (N): 0.1119, atom 6 (H): 0.0686, atom 7 (H): 0.0935, atom 8 (H): 0.1126, atom 9 (H): 0.1297, atom 10 (H): 0.2081, atom 11 (H): 0.1343, atom 12 (H): 0.0966



A structure of composition C2H6N2S at a distorted geometry, computed with wB97M-V/def2-TZVPD.

Cartesian coordinates (Å):
C1 -0.8971 -0.9800 0.4349
C2 0.0659 1.4529 0.2044
H1 -0.1449 -1.5250 1.3930
H2 -1.7478 -0.5697 0.9545
H3 -1.5731 -1.8180 -0.1941
H4 1.2122 -0.3186 -1.9816
H5 1.5340 0.2833 -0.1957
H6 -0.5954 1.6537 1.1884
N1 -0.3221 0.2784 -0.5390
N2 0.9442 -0.6061 -0.9965
S1 1.5241 2.1492 -0.2683

For the relative energy (zero: lowest compared OMol25 entry of this formula, charge and spin), the calculation gives 595.5 kJ/mol. The value obtained for the lowest unoccupied orbital energy is -0.5 eV. As for the HOMO energy: -8.9 eV.

Want to see where the charge sits? The Löwdin charges in e are: atom 1 (C): -0.1181, atom 2 (C): -0.6551, atom 3 (H): 0.1558, atom 4 (H): -0.0056, atom 5 (H): 0.1128, atom 6 (H): 0.0467, atom 7 (H): 0.0369, atom 8 (H): 0.1234, atom 9 (N): -0.2485, atom 10 (N): -0.0834, atom 11 (S): 0.6352